1.
{
  "formula": "C42H34Cl3N15O5SiW",
  "method": "wB97M-V/def2-TZVPD",
  "symbols": ["W", "C", "O", "C", "C", "C", "C", "C", "C", "N", "N", "C", "O", "C", "C", "C", "C", "C", "C", "C", "O", "H", "H", "H", "H", "H", "H", "H", "H", "H", "H", "H", "H", "C", "N", "C", "N", "C", "N", "C", "C", "C", "C", "C", "C", "C", "N", "N", "C", "O", "C", "C", "C", "C", "C", "C", "N", "C", "N", "C", "N", "C", "H", "H", "H", "H", "H", "H", "H", "H", "H", "H", "H", "H", "H", "H", "H", "H", "Cl", "Si", "Cl", "Cl", "C", "N", "C", "C", "N", "C", "H", "H", "H", "H", "H", "H", "O", "N", "C", "C", "N", "C", "N"],
  "coordinates": [[-0.132, -0.551, 0.163], [-2.360, 0.288, -3.750], [-2.123, -1.101, -3.955], [-0.858, -1.601, -3.826], [-0.484, -2.565, -4.747], [0.754, -3.200, -4.670], [1.629, -2.861, -3.663], [1.266, -1.904, -2.708], [2.190, -1.603, -1.639], [1.883, -0.975, -0.562], [2.915, -0.802, 0.346], [2.441, -0.428, 1.489], [1.164, -0.199, 1.682], [3.341, -0.193, 2.635], [4.641, -0.690, 2.629], [5.474, -0.454, 3.710], [5.015, 0.277, 4.798], [3.715, 0.766, 4.807], [2.876, 0.528, 3.731], [0.017, -1.260, -2.776], [-0.327, -0.346, -1.878], [-3.321, 0.491, -4.222], [-1.588, 0.892, -4.236], [-2.399, 0.545, -2.693], [-1.193, -2.813, -5.526], [1.020, -3.953, -5.400], [2.594, -3.344, -3.578], [3.215, -1.956, -1.722], [4.983, -1.259, 1.775], [6.482, -0.847, 3.708], [5.667, 0.458, 5.642], [3.352, 1.326, 5.660], [1.853, 0.883, 3.736], [-5.513, -2.345, -1.069], [-4.069, -2.213, -0.926], [-3.352, -1.226, -0.404], [-2.069, -1.542, -0.458], [-2.069, -2.781, -1.047], [-3.260, -3.212, -1.348], [-6.013, -1.896, -2.418], [-6.327, -2.806, -3.418], [-6.821, -2.360, -4.639], [-7.014, -1.008, -4.867], [-6.694, -0.094, -3.868], [-6.187, -0.542, -2.654], [-6.917, 1.337, -4.054], [-7.511, 1.978, -5.000], [-7.458, 3.325, -4.657], [-6.835, 3.389, -3.533], [-6.461, 2.166, -3.087], [-6.442, 4.538, -2.721], [-6.717, 5.844, -3.118], [-6.243, 6.895, -2.353], [-5.476, 6.658, -1.216], [-5.213, 5.358, -0.815], [-4.322, 5.034, 0.365], [-3.381, 3.989, -0.009], [-3.353, 2.701, 0.372], [-2.517, 2.017, -0.384], [-2.065, 2.961, -1.253], [-2.556, 4.164, -1.064], [-5.718, 4.305, -1.561], [-5.975, -1.763, -0.272], [-5.735, -3.396, -0.898], [-3.758, -0.310, -0.017], [-1.180, -3.350, -1.256], [-6.183, -3.865, -3.244], [-7.063, -3.075, -5.413], [-7.413, -0.648, -5.806], [-5.950, 0.176, -1.878], [-7.279, 6.017, -4.026], [-6.447, 7.913, -2.658], [-5.072, 7.490, -0.653], [-4.898, 4.644, 1.206], [-3.780, 5.916, 0.703], [-3.910, 2.320, 1.215], [-1.337, 2.752, -2.022], [-5.495, 3.286, -1.273], [-0.953, -1.496, 3.863], [-1.478, -0.135, 2.405], [-3.593, -0.173, 2.556], [-1.125, 1.734, 3.364], [0.815, 5.059, 0.317], [0.906, 3.688, -0.153], [1.448, 3.260, -1.344], [1.202, 1.928, -1.415], [0.517, 1.535, -0.283], [0.361, 2.623, 0.447], [1.666, 5.623, -0.059], [0.840, 5.070, 1.404], [-0.109, 5.516, -0.036], [1.960, 3.929, -2.012], [1.469, 1.231, -2.186], [-0.138, 2.665, 1.400], [-0.053, -2.567, 0.813], [0.907, -3.385, 0.469], [0.717, -4.613, 0.831], [-0.462, -5.044, 1.541], [-1.405, -5.377, 2.105], [1.723, -5.569, 0.463], [2.520, -6.341, 0.166]],
  "lumo_energy_ev": [-0.3, -0.5],
  "gap_ev": [7.287, 7.854],
  "s_squared": 2.015,
  "fmax_ev_per_a": 0.84,
  "mol_weight_g_mol": 1147.12,
  "relative_energy_kcal_mol": 4.6,
  "multiplicity": 3
}

---

2.
{
  "formula": "C6H14O2",
  "method": "wB97M-V/def2-TZVPD",
  "symbols": ["C", "C", "C", "C", "C", "C", "H", "H", "H", "H", "H", "H", "H", "H", "H", "H", "O", "H", "H", "O", "H", "H"],
  "coordinates": [[0.667, -2.418, -0.663], [0.515, -1.325, -1.404], [-0.793, -0.769, -1.906], [-1.168, 0.406, -1.001], [-2.049, 0.384, -0.012], [-2.266, 1.493, 0.980], [1.700, -2.672, -0.490], [-0.206, -2.982, -0.368], [1.326, -0.654, -1.672], [-1.578, -1.503, -1.732], [-0.729, -0.310, -2.889], [-0.601, 1.341, -1.054], [-2.732, -0.467, -0.027], [-1.409, 2.133, 1.152], [-2.533, 1.038, 1.935], [-3.090, 2.142, 0.674], [2.087, 1.320, 2.617], [1.134, 1.520, 2.546], [2.230, 0.449, 2.254], [3.145, -0.116, 0.335], [2.433, 0.511, 0.253], [3.915, 0.479, 0.472]],
  "lumo_energy_ev": 0.7,
  "gap_ev": 9.867,
  "fmax_ev_per_a": 2.15,
  "mol_weight_g_mol": 118.18,
  "smiles": "C=CC/C=C/C.O.O",
  "relative_energy_kcal_mol": 51.1
}

---

3.
{
  "formula": "C33H59BrI2N9O3P3S",
  "method": "wB97M-V/def2-TZVPD",
  "symbols": ["C", "C", "C", "C", "C", "C", "C", "C", "C", "I", "C", "C", "I", "S", "C", "C", "C", "C", "C", "P", "O", "Br", "C", "N", "C", "C", "N", "C", "N", "C", "H", "H", "H", "H", "H", "H", "H", "H", "H", "H", "H", "H", "H", "H", "H", "H", "H", "H", "H", "H", "H", "H", "H", "C", "N", "C", "P", "O", "N", "C", "C", "N", "C", "C", "H", "H", "H", "H", "H", "H", "H", "H", "H", "H", "H", "H", "H", "H", "H", "H", "H", "H", "C", "N", "C", "P", "O", "N", "C", "C", "N", "C", "C", "H", "H", "H", "H", "H", "H", "H", "H", "H", "H", "H", "H", "H", "H", "H", "H", "H", "H"],
  "coordinates": [[-0.772, -1.060, 3.627], [-0.330, -1.027, 2.355], [-0.293, 0.171, 1.507], [-0.578, 1.407, 2.099], [-0.519, 2.589, 1.379], [-0.169, 2.504, 0.031], [0.107, 1.305, -0.588], [0.048, 0.131, 0.147], [0.375, -1.186, -0.465], [-1.131, -2.248, -1.477], [1.598, -1.693, -0.355], [2.046, -3.012, -0.920], [3.106, -0.646, 0.710], [-0.061, 4.068, -0.808], [0.886, 4.893, 0.456], [0.409, 4.698, 1.755], [1.090, 5.296, 2.811], [2.232, 6.023, 2.534], [2.714, 6.215, 1.245], [4.258, 7.204, 1.011], [5.101, 6.408, -0.135], [5.414, 6.777, 2.912], [2.020, 5.650, 0.160], [2.519, 5.895, -1.156], [2.872, 4.725, -1.965], [2.098, 4.745, -3.305], [-0.754, 3.885, 1.931], [-1.228, 3.834, 3.308], [-1.778, 5.105, 3.741], [-1.656, 5.259, 5.182], [-1.729, -0.673, 3.965], [-0.172, -1.559, 4.382], [0.068, -1.945, 1.929], [-0.813, 1.390, 3.153], [0.393, 1.276, -1.632], [2.907, -3.361, -0.347], [2.401, -2.920, -1.949], [1.283, -3.782, -0.818], [0.765, 5.201, 3.836], [2.769, 6.458, 3.367], [4.755, 5.516, -0.263], [1.924, 6.541, -1.656], [2.619, 3.780, -1.485], [3.934, 4.725, -2.233], [1.885, 3.741, -3.669], [2.629, 5.334, -4.054], [1.129, 5.232, -3.185], [-2.049, 3.112, 3.346], [-0.432, 3.448, 3.971], [-1.366, 5.875, 3.234], [-1.769, 6.289, 5.510], [-2.393, 4.607, 5.657], [-0.681, 4.915, 5.571], [-6.576, -4.237, 5.389], [-5.945, -2.989, 5.776], [-5.005, -3.179, 6.876], [-5.384, -1.825, 4.632], [-4.210, -2.569, 4.048], [-6.283, -1.663, 3.140], [-7.383, -2.526, 2.763], [-5.448, -1.408, 1.965], [-6.370, -0.626, 5.354], [-7.597, -0.814, 6.099], [-6.182, 0.732, 4.854], [-6.919, -4.767, 6.280], [-5.909, -4.904, 4.827], [-7.473, -4.073, 4.796], [-4.898, -2.246, 7.441], [-4.011, -3.481, 6.526], [-5.366, -3.933, 7.574], [-7.065, -3.567, 2.613], [-7.826, -2.175, 1.828], [-8.193, -2.498, 3.493], [-5.011, -2.328, 1.555], [-4.629, -0.730, 2.207], [-6.043, -0.927, 1.184], [-8.372, -1.310, 5.507], [-7.993, 0.155, 6.410], [-7.441, -1.380, 7.015], [-6.895, 0.965, 4.055], [-5.174, 0.861, 4.456], [-6.296, 1.467, 5.655], [2.467, -2.448, -7.313], [3.659, -2.027, -6.601], [3.473, -0.732, -5.955], [4.613, -3.099, -5.647], [3.695, -3.335, -4.477], [4.718, -4.758, -6.190], [3.966, -5.290, -7.308], [4.728, -5.741, -5.107], [6.018, -2.695, -6.527], [6.101, -2.202, -7.885], [7.266, -3.255, -6.019], [2.083, -1.619, -7.911], [1.664, -2.792, -6.646], [2.678, -3.238, -8.029], [4.440, -0.231, -5.834], [3.012, -0.824, -4.964], [2.850, -0.077, -6.563], [2.882, -5.280, -7.127], [4.262, -6.324, -7.495], [4.181, -4.757, -8.236], [3.720, -5.968, -4.739], [5.318, -5.385, -4.263], [5.190, -6.669, -5.454], [5.663, -2.896, -8.608], [7.147, -2.058, -8.162], [5.625, -1.230, -8.001], [7.512, -4.199, -6.518], [7.194, -3.449, -4.947], [8.095, -2.557, -6.154]],
  "lumo_energy_ev": 0.0,
  "gap_ev": 7.759,
  "fmax_ev_per_a": 6.43,
  "mol_weight_g_mol": 1088.60,
  "smiles": "C=Cc1cc2c(cc1/C(I)=C(/C)I)Sc1c(ccc(P(O)Br)c1NCC)N2CNC.CN(C)P(=O)(N(C)C)N(C)C.CN(C)P(=O)(N(C)C)N(C)C"
}

---

4.
{
  "formula": "C20H49ClN3O10S3Si",
  "method": "wB97M-V/def2-TZVPD",
  "symbols": ["C", "C", "C", "Cl", "N", "C", "C", "N", "C", "C", "O", "Si", "C", "C", "C", "C", "N", "H", "H", "H", "H", "H", "H", "H", "H", "H", "H", "H", "H", "H", "H", "H", "H", "H", "H", "H", "H", "H", "H", "H", "H", "H", "O", "S", "O", "O", "C", "C", "C", "H", "H", "H", "H", "H", "H", "H", "H", "O", "S", "O", "O", "C", "C", "C", "H", "H", "H", "H", "H", "H", "H", "H", "O", "S", "O", "O", "C", "C", "C", "H", "H", "H", "H", "H", "H", "H", "H"],
  "coordinates": [[2.495, 4.359, 6.216], [2.036, 4.945, 4.869], [1.425, 3.982, 3.855], [0.508, 2.639, 4.599], [2.424, 3.467, 2.914], [3.676, 2.897, 3.481], [4.110, 1.991, 2.322], [2.835, 1.624, 1.719], [2.759, 0.821, 0.480], [4.097, 0.415, -0.087], [4.718, -0.532, 0.748], [6.387, -0.734, 0.633], [7.325, 0.889, 0.610], [6.881, -1.662, 2.191], [6.871, -1.799, -0.820], [1.987, 2.630, 1.937], [0.835, 2.836, 1.276], [1.891, 4.738, 7.031], [2.522, 3.277, 6.240], [3.508, 4.698, 6.426], [2.845, 5.487, 4.389], [1.272, 5.688, 5.077], [0.710, 4.537, 3.263], [4.376, 3.722, 3.532], [3.495, 2.413, 4.432], [4.784, 2.521, 1.651], [4.682, 1.123, 2.634], [2.197, -0.086, 0.688], [2.191, 1.365, -0.269], [3.888, -0.027, -1.063], [4.704, 1.304, -0.279], [8.377, 0.663, 0.448], [7.016, 1.490, -0.245], [7.235, 1.466, 1.525], [7.769, -1.194, 2.611], [7.065, -2.714, 2.015], [6.100, -1.527, 2.938], [6.699, -1.340, -1.790], [7.943, -1.979, -0.741], [6.377, -2.763, -0.743], [0.655, 3.693, 0.789], [0.104, 2.144, 1.220], [-2.368, 2.048, 0.527], [-3.627, 1.443, 0.188], [-3.670, 0.300, -0.667], [-4.595, 2.554, -0.375], [-4.131, 3.380, -1.474], [-4.205, 2.661, -2.806], [-4.519, 1.093, 1.663], [-3.122, 3.734, -1.263], [-4.790, 4.245, -1.472], [-3.490, 1.841, -2.857], [-3.985, 3.356, -3.616], [-5.199, 2.242, -2.962], [-4.522, 1.978, 2.292], [-4.008, 0.271, 2.161], [-5.531, 0.800, 1.394], [-3.225, -0.030, -6.653], [-3.766, -1.353, -6.558], [-5.176, -1.557, -6.648], [-3.220, -2.025, -5.225], [-3.397, -1.288, -3.997], [-4.804, -1.395, -3.452], [-2.951, -2.416, -7.697], [-3.104, -0.248, -4.155], [-2.692, -1.726, -3.293], [-5.525, -0.893, -4.097], [-4.851, -0.939, -2.463], [-5.103, -2.441, -3.376], [-1.878, -2.285, -7.594], [-3.277, -2.125, -8.693], [-3.244, -3.440, -7.488], [-5.387, -4.602, -0.472], [-4.072, -4.103, -0.221], [-3.177, -3.829, -1.302], [-3.352, -5.060, 0.822], [-3.327, -6.475, 0.521], [-2.279, -6.829, -0.514], [-4.171, -2.672, 0.795], [-4.321, -6.800, 0.213], [-3.103, -6.960, 1.469], [-2.533, -6.421, -1.491], [-2.200, -7.912, -0.605], [-1.307, -6.425, -0.229], [-4.815, -2.881, 1.646], [-4.591, -1.878, 0.182], [-3.168, -2.405, 1.118]],
  "lumo_energy_ev": -2.8,
  "gap_ev": 9.052,
  "fmax_ev_per_a": 1.73,
  "mol_weight_g_mol": 651.36,
  "relative_energy_kcal_mol": 7.8,
  "charge": 1
}

---

Number 4 is which compound? C20H49ClN3O10S3Si